1.
Computed, not measured: a 2-piece molecular cluster, CH4INO2 overall in a non-equilibrium geometry, with ωB97M-V/def2-TZVPD.

Output
**LUMO (alpha / beta)**: 0.3 / -3.9 eV
**E_HOMO (alpha / beta)**: -0.1739 / -0.3224 Eh
**Spin multiplicity**: 3
**Orbital gap (alpha / beta)**: 5.08 / 4.84 eV
**Electronic energy**: -543.1251 a.u.
**Expectation value of S²**: 2.01
**Energy above the lowest of the compared OMol25 structures with the same formula, charge and spin**: 38.5 kcal/mol

Atoms and positions in Å:
C (-1.6135, 1.2256, 0.3407)
N (1.4607, -0.8439, -0.2389)
O (-1.3945, 2.3519, 0.1269)
O (0.5200, -0.9376, 0.6251)
I (-3.3521, 0.2009, -0.2451)
H (-1.0608, 0.5199, 0.8622)
H (1.7847, -1.7564, -0.6955)
H (1.2148, -0.2178, -0.9769)
H (2.4407, -0.5426, 0.2015)


2.
Computed, not measured: one molecule with the formula CH4INOS in a non-equilibrium geometry, with ωB97M-V/def2-TZVPD.

Output
**SMILES**: CNOSI
**LUMO**: -0.5 eV
**E_HOMO**: -0.3195 Eh
**Spin multiplicity**: 1
**Orbital gap**: 8.17 eV
**Electronic energy**: -866.2504 a.u.
**Energy above the lowest of the compared OMol25 structures with the same formula, charge and spin**: 51.7 kcal/mol

Atoms and positions in Å:
C (-1.2915, -0.1337, 0.1645)
N (-0.4172, 0.4258, -0.8079)
O (0.8415, -0.0584, -0.8402)
S (2.0069, 0.1793, 0.6699)
I (3.6995, -1.1731, -0.1896)
H (-1.2438, -1.2028, 0.0113)
H (-0.9092, 0.0109, 1.2398)
H (-2.1988, 0.4238, 0.2956)
H (-0.4874, 1.5282, -0.5435)


3.
Computed, not measured: one molecule with the formula CH4IO2PS in a non-equilibrium geometry, with ωB97M-V/def2-TZVPD.

Output
**SMILES**: CO[PH]1(I)OS1
**LUMO**: -1.1 eV
**E_HOMO**: -0.3443 Eh
**Spin multiplicity**: 1
**Orbital gap**: 8.24 eV
**Electronic energy**: -1228.1543 a.u.
**Energy above the lowest of the compared OMol25 structures with the same formula, charge and spin**: 19.7 kcal/mol

Atoms and positions in Å:
C (1.0647, 0.8262, -0.8380)
O (0.4559, -0.4450, -0.6625)
P (-0.7380, -0.5588, 0.4421)
I (-2.9449, 0.4135, 0.5359)
O (-0.4501, -1.4876, 1.7487)
S (-0.8791, -2.7076, 0.2253)
H (1.9385, 0.6574, -1.5091)
H (1.3923, 1.1418, 0.1189)
H (0.4639, 1.5878, -1.1260)
H (-0.3031, 0.5722, 1.0646)


4.
Computed, not measured: CH4IPS2 as an isolated structure in a non-equilibrium geometry, with ωB97M-V/def2-TZVPD.

Output
**LUMO**: 0.0 eV
**E_HOMO**: -0.3260 Eh
**Spin multiplicity**: 1
**Orbital gap**: 8.88 eV
**Electronic energy**: -1475.8747 a.u.
**Energy above the lowest of the compared OMol25 structures with the same formula, charge and spin**: 21.8 kcal/mol

Atoms and positions in Å:
C (-0.9835, 0.4460, 0.0468)
P (1.1772, -1.5914, 0.4634)
S (-0.7458, 0.5353, -1.8803)
S (0.7081, 0.4620, 0.7730)
I (-2.1062, 2.0316, 0.8504)
H (-1.4110, -0.6138, 0.3631)
H (1.8805, -1.7912, 1.7850)
H (2.2055, -1.3570, -0.3757)
H (-0.7247, 1.8787, -2.0259)


5.
Computed, not measured: a 2-piece molecular cluster, CH4N2 overall in a non-equilibrium geometry, with ωB97M-V/def2-TZVPD.

Output
**LUMO**: 0.9 eV
**E_HOMO**: -0.3498 Eh
**Spin multiplicity**: 1
**Orbital gap**: 10.45 eV
**Electronic energy**: -149.8658 a.u.
**Energy above the lowest of the compared OMol25 structures with the same formula, charge and spin**: 111.3 kcal/mol

Atoms and positions in Å:
C (0.0483, -0.3380, -0.4949)
N (0.4303, 0.8849, 0.1354)
N (-0.5214, 0.0521, 0.7469)
H (-0.7425, -0.2815, -1.2907)
H (0.6069, -1.1951, -0.4695)
H (1.5941, 0.3341, 0.6654)
H (-1.4157, 0.5437, 0.7074)


6.
Computed, not measured: one molecule with the formula CH4N2 in a non-equilibrium geometry, with ωB97M-V/def2-TZVPD.

Output
**SMILES**: C1NN1
**LUMO**: 1.3 eV
**E_HOMO**: -0.3579 Eh
**Spin multiplicity**: 1
**Orbital gap**: 11.06 eV
**Electronic energy**: -149.9228 a.u.
**Energy above the lowest of the compared OMol25 structures with the same formula, charge and spin**: 75.6 kcal/mol

Atoms and positions in Å:
C (0.2705, 0.3880, -0.1658)
N (-1.0169, -0.1552, 0.3680)
N (0.2106, -0.9869, 0.2740)
H (0.3926, 0.6100, -1.2676)
H (0.9793, 1.0008, 0.4011)
H (-1.1599, -0.0546, 1.4283)
H (-0.0012, -1.6290, -0.4437)